This record from the Open Molecules 2025 dataset describes C50H43Cl2CoN5O4 as an isolated structure in a non-equilibrium geometry. The level of theory is ωB97M-V/def2-TZVPD.

Structure (XYZ):
```
105
Properties=species:S:1:pos:R:3:forces:R:3:lowdin_spin:R:1
Co 0.4746 0.1029 0.3335 -0.547 0.484 -0.805 2.6872
O 0.6542 -0.0299 -1.6040 0.246 -0.151 -0.772 0.0641
C 0.6058 0.9246 -2.5960 -0.016 -0.429 0.244 0.0083
C 0.1786 2.2966 -2.0042 0.037 0.238 0.018 0.0003
C -1.1976 2.1999 -1.4310 0.118 -0.044 -0.047 0.0020
C -2.2978 2.7096 -2.1073 -0.047 0.003 0.004 0.0011
C -3.5615 2.4718 -1.6017 0.020 -0.004 -0.013 0.0000
C -3.6849 1.7171 -0.4488 -0.033 0.011 0.027 0.0012
C -2.5408 1.2430 0.1782 0.086 -0.074 -0.020 0.0023
C -2.6225 0.3743 1.3912 -0.178 0.029 -0.090 0.0006
C -2.1894 -1.0842 1.1148 0.707 -0.092 -0.227 0.0086
O -0.9123 -1.1353 0.5823 -1.267 -0.726 0.587 0.0821
C -2.1924 -1.8623 2.4480 -0.223 -0.006 -0.053 0.0021
C -3.0078 -1.5357 3.5274 0.068 0.031 0.064 0.0006
C -2.9771 -2.2807 4.7004 0.018 -0.010 0.023 0.0001
C -2.1397 -3.3788 4.8079 -0.014 0.019 0.004 0.0001
C -1.3363 -3.7237 3.7291 0.054 0.003 0.021 0.0000
C -1.3606 -2.9718 2.5671 -0.005 -0.037 -0.028 0.0004
C -3.1696 -1.7807 0.1614 -0.128 -0.070 0.165 0.0025
C -2.6732 -2.6547 -0.7979 0.003 0.021 -0.048 0.0006
C -3.5334 -3.3453 -1.6390 0.001 0.010 -0.041 0.0001
C -4.9061 -3.1725 -1.5379 0.004 0.036 0.024 -0.0001
C -5.4102 -2.3074 -0.5775 -0.031 -0.020 -0.026 0.0002
C -4.5479 -1.6253 0.2676 -0.041 -0.033 0.004 0.0003
N -1.3168 1.5071 -0.2946 0.040 0.012 0.001 0.0277
C -0.4475 0.5537 -3.6462 -0.083 0.157 -0.093 0.0015
C -0.4874 1.1752 -4.8906 0.047 0.053 -0.035 0.0003
C -1.5187 0.9184 -5.7802 -0.035 -0.042 -0.018 0.0002
C -2.5320 0.0330 -5.4337 0.019 0.027 -0.001 0.0000
C -2.4994 -0.5877 -4.1940 0.022 -0.015 0.001 0.0001
C -1.4613 -0.3307 -3.3086 -0.036 -0.014 0.026 0.0002
C 1.9898 1.0199 -3.2486 0.040 0.192 -0.073 0.0005
C 2.8807 2.0623 -3.0234 -0.047 0.026 -0.134 0.0005
C 4.1609 2.0429 -3.5655 0.013 -0.024 -0.022 0.0001
C 4.5777 0.9696 -4.3343 0.018 0.022 0.019 0.0005
C 3.6963 -0.0801 -4.5666 -0.025 -0.005 -0.006 0.0000
C 2.4175 -0.0452 -4.0382 0.033 -0.106 0.036 0.0004
H 0.2162 3.0698 -2.7741 -0.019 0.043 0.006 -0.0001
H 0.8896 2.5481 -1.2130 0.010 -0.003 -0.024 -0.0006
H -2.1518 3.2442 -3.0351 -0.003 0.030 -0.030 0.0001
H -4.4396 2.8434 -2.1135 -0.014 0.015 -0.003 0.0000
H -4.6553 1.4860 -0.0321 -0.026 -0.021 -0.011 0.0002
H -3.6349 0.4211 1.7896 -0.004 0.031 -0.015 -0.0001
H -1.9574 0.7500 2.1591 0.015 0.079 0.122 -0.0003
H -3.6764 -0.6875 3.4761 -0.032 0.006 -0.003 0.0000
H -3.6152 -2.0007 5.5285 -0.021 0.001 0.029 0.0000
H -2.1184 -3.9625 5.7179 0.000 -0.034 0.041 0.0000
H -0.6788 -4.5816 3.7948 0.006 -0.049 0.011 0.0000
H -0.7306 -3.2343 1.7284 0.019 0.028 -0.058 0.0001
H -1.6017 -2.7697 -0.8828 0.046 0.038 0.015 0.0002
H -3.1269 -4.0161 -2.3860 0.008 -0.018 -0.019 0.0000
H -5.5765 -3.7057 -2.1980 -0.029 -0.024 -0.026 0.0000
H -6.4793 -2.1662 -0.4818 -0.022 0.000 -0.002 0.0000
H -4.9685 -0.9746 1.0248 -0.009 -0.005 0.008 0.0000
H 0.2998 1.8670 -5.1731 0.012 -0.004 0.016 0.0000
H -1.5313 1.4063 -6.7462 -0.001 0.016 -0.036 0.0000
H -3.3385 -0.1687 -6.1263 -0.031 -0.003 -0.020 0.0000
H -3.2881 -1.2689 -3.9023 -0.042 -0.052 0.015 0.0000
H -1.4339 -0.7930 -2.3315 0.041 -0.050 0.072 0.0000
H 2.5926 2.9102 -2.4174 -0.031 0.035 0.028 0.0000
H 4.8332 2.8714 -3.3811 0.022 0.025 0.005 0.0000
H 5.5732 0.9516 -4.7579 0.030 0.002 -0.007 0.0000
H 4.0038 -0.9243 -5.1707 0.017 -0.013 -0.017 0.0000
H 1.7368 -0.8672 -4.2217 -0.021 0.015 -0.005 0.0001
O -2.1483 6.8304 2.8006 0.051 -0.077 0.089 0.0000
C -1.8271 5.9598 3.7865 -0.112 0.141 0.071 0.0001
O -2.0553 6.2353 4.9310 0.059 -0.050 -0.152 0.0003
C -1.2020 4.6688 3.3614 0.035 -0.113 0.023 0.0009
C -1.3079 3.5869 4.2319 0.022 0.026 -0.065 0.0000
C -0.7691 2.3604 3.8952 0.017 -0.026 -0.147 0.0019
C -0.0878 2.1959 2.6837 -0.067 0.416 0.261 0.0030
C 0.0270 3.2843 1.8204 0.043 -0.199 0.022 0.0003
C -0.5261 4.5057 2.1554 -0.007 0.093 0.068 -0.0003
N 0.4750 0.9678 2.2766 0.470 -1.027 1.670 0.0304
C 0.8783 0.1312 3.1877 -0.588 1.611 -0.895 -0.0029
C 1.4708 -1.1363 2.8307 0.432 -1.197 -0.380 0.0018
C 1.8895 -2.0448 3.8091 -0.304 0.684 -0.162 -0.0002
C 2.4160 -3.2524 3.4116 0.203 -0.450 -0.410 -0.0014
C 2.5124 -3.5370 2.0505 -0.051 0.083 0.537 -0.0004
C 2.0757 -2.5844 1.1458 -0.017 0.307 -0.052 0.0016
N 1.5776 -1.4119 1.5200 0.074 -0.244 0.437 0.0302
H -2.0242 6.4152 1.9395 -0.020 0.016 -0.040 0.0000
H -1.8361 3.7192 5.1657 -0.011 0.020 0.011 0.0000
H -0.9197 1.5173 4.5560 -0.028 -0.037 0.002 0.0002
H 0.5458 3.1582 0.8803 -0.030 -0.039 -0.022 -0.0005
H -0.3895 5.3347 1.4701 -0.021 0.006 0.005 0.0000
H 0.8121 0.3765 4.2445 0.034 -0.009 0.087 0.0007
H 1.7794 -1.7943 4.8551 -0.002 -0.007 0.051 0.0003
H 2.7439 -3.9732 4.1489 -0.001 -0.014 -0.006 -0.0001
H 2.9111 -4.4741 1.6912 0.007 -0.050 0.011 0.0001
H 2.1243 -2.7623 0.0801 -0.006 0.006 -0.023 0.0002
N 4.4165 1.6109 0.7170 0.252 0.062 0.051 0.0004
C 4.5987 0.6351 -0.2387 0.063 0.041 0.069 0.0012
C 3.3567 0.1855 -0.5460 -0.017 0.077 0.101 0.0012
N 2.4269 0.8641 0.2090 0.676 0.383 0.148 0.0319
C 3.0935 1.7072 0.9571 0.051 -0.098 -0.138 0.0012
H 5.1337 2.1527 1.1667 0.002 -0.020 -0.054 0.0004
H 5.5676 0.3772 -0.6213 0.067 -0.008 -0.016 0.0003
H 3.0454 -0.5463 -1.2699 -0.028 -0.024 -0.020 0.0001
H 2.6675 2.3784 1.6825 0.039 0.059 0.031 0.0000
Cl 2.6583 -5.2677 -1.6656 -0.026 0.028 -0.010 0.0001
C 1.2754 -4.6472 -2.6063 -0.065 -0.053 -0.003 0.0001
Cl 0.9768 -2.9386 -2.3114 -0.021 0.096 -0.003 0.0002
H 0.3998 -5.2144 -2.3081 0.046 0.018 -0.013 0.0000
H 1.5004 -4.7949 -3.6571 0.013 0.007 0.055 0.0000
```
Forces are in eV/Å.

Its expectation value of S² is 3.761. Its spin multiplicity is 4. For the energy above the lowest of the compared OMol25 structures with the same formula, charge and spin, the calculation gives 0.0 kJ/mol. Its total energy is -130862.91465 eV. As for the net charge: 0. As for the HOMO energy (alpha / beta): -7.3258 / -7.3918 eV. Its frontier orbital gap (alpha / beta) is 6.1 / 6.2 eV.